Entry 1:
2 unconnected molecules or ions with the total composition C3H3N3O in a non-equilibrium geometry, computed with ωB97M-V with the def2-TZVPD basis set.

* SMILES string: N=C=CC=O.N#N
* HOMO-LUMO gap: 10.20 eV
* E: -355.60676 a.u.
* relative energy (zero: lowest compared OMol25 entry of this formula, charge and spin): 86.98 kJ/mol

Last column: Löwdin charge in e.
Cartesian coordinates (Å):
N -1.53 -1.38 -0.43  0.1950
C -1.00 -0.74 0.45  -0.1579
N 0.40 0.42 -2.65  0.0174
N 1.48 0.65 -2.70  0.0288
O 1.46 0.39 -0.11  -0.0366
C 0.94 0.55 0.97  -0.2910
C -0.30 -0.10 1.39  -0.0647
H -2.20 -0.95 -1.06  0.0927
H 1.40 1.24 1.71  0.1164
H -0.65 -0.07 2.42  0.0999

***

Entry 2:
A gas-phase ion, C4H8NO2 (charge -1) in a non-equilibrium geometry, computed with ωB97M-V with the def2-TZVPD basis set.

* net charge: -1
* HOMO-LUMO gap (alpha / beta): 5.30 / 5.92 eV
* 2S+1: 3
* E: -362.27222 a.u.
* relative energy (zero: lowest compared OMol25 entry of this formula, charge and spin): 0.00 kJ/mol

Last column: Löwdin spin population.
Cartesian coordinates (Å):
C -1.75 0.50 -0.79  0.0620
C -0.93 1.22 0.28  0.0575
C 1.11 0.05 0.90  0.6556
C 1.48 -1.20 0.12  0.0948
N -2.33 -0.73 -0.30  0.4874
O -3.19 -0.56 0.69  0.3928
O 0.50 1.10 0.24  0.1239
H -2.65 1.26 -1.10  0.0317
H -1.20 0.28 -1.72  -0.0002
H -1.09 2.29 0.30  0.0037
H -1.27 0.80 1.24  0.0033
H 1.44 0.05 1.89  0.0462
H 2.34 -0.99 -0.51  0.0295
H 0.78 -1.45 -0.57  0.0091
H 1.60 -2.08 0.77  0.0027

***

Entry 3:
A molecular structure, B5CaF16H4 in a non-equilibrium geometry, computed with ωB97M-V with the def2-TZVPD basis set.

* net charge: -3
* HOMO-LUMO gap: 8.69 eV
* E: -2403.11346 a.u.
* relative energy (zero: lowest compared OMol25 entry of this formula, charge and spin): 252.34 kJ/mol

Last column: Löwdin charge in e.
Cartesian coordinates (Å):
Ca 0.05 -0.03 0.12  1.5468
B 2.23 -0.51 0.91  -0.4551
H 3.21 -0.56 1.35  -0.0592
H 2.24 -0.49 -0.17  -0.0608
H 1.50 -1.25 1.21  -0.0708
H 1.84 0.43 1.25  -0.0773
B -0.24 2.49 2.14  -1.4889
F -1.10 3.31 2.88  0.0800
F 0.72 2.06 3.04  0.1100
F -0.96 1.46 1.67  0.1372
F 0.33 3.12 1.14  0.2176
B -2.20 -1.50 1.18  -1.3521
F -0.85 -1.70 1.43  0.0744
F -2.94 -0.96 2.19  0.1536
F -2.10 -0.49 0.19  0.0089
F -2.76 -2.66 0.72  0.1526
B 0.62 1.84 -1.96  -1.5560
F -0.57 1.20 -1.72  0.1008
F 1.42 1.52 -2.96  0.2105
F 0.31 3.12 -2.07  0.1956
F 1.32 1.80 -0.78  0.0808
B -0.37 -2.47 -2.34  -1.4824
F -0.13 -3.57 -1.64  0.2034
F -1.76 -2.36 -2.48  0.0871
F 0.10 -1.35 -1.71  0.0762
F 0.06 -2.44 -3.60  0.1670

***

Entry 4:
A molecular structure, C51H44N5O2P2Se2Te2Y in a non-equilibrium geometry, computed with ωB97M-V with the def2-TZVPD basis set.

* HOMO-LUMO gap: 5.82 eV
* E: -8454.29808 a.u.
* relative energy (zero: lowest compared OMol25 entry of this formula, charge and spin): 149.23 kJ/mol

Last column: Löwdin charge in e.
Cartesian coordinates (Å):
Y 0.15 1.11 2.88  0.9631
C -2.82 -2.45 3.02  -0.0189
C -2.01 -3.42 3.59  -0.0328
C -0.64 -3.29 3.49  0.0041
C -0.10 -2.16 2.86  -0.2174
N -0.89 -1.18 2.40  0.0348
C -2.21 -1.34 2.45  -0.1414
C 1.35 -1.98 2.66  -0.2168
C 2.29 -2.98 2.93  0.0119
C 3.63 -2.71 2.72  -0.0267
C 4.01 -1.46 2.26  -0.0029
C 3.03 -0.50 2.02  -0.3182
N 1.73 -0.78 2.21  0.0071
C 3.35 0.88 1.61  -0.2939
C 4.66 1.29 1.38  -0.0131
C 4.92 2.61 1.07  -0.0413
C 3.85 3.49 0.96  -0.0386
C 2.58 3.00 1.18  -0.1999
N 2.32 1.73 1.50  0.0144
H -3.90 -2.53 3.04  0.1178
H -2.44 -4.26 4.11  0.1151
H 0.01 -4.03 3.93  0.1071
H -2.81 -0.54 2.02  0.1047
H 1.99 -3.94 3.30  0.1053
H 4.38 -3.46 2.94  0.1160
H 5.05 -1.24 2.11  0.1126
H 5.49 0.59 1.45  0.1101
H 5.93 2.94 0.90  0.1140
H 3.99 4.53 0.71  0.1127
H 1.72 3.66 1.09  0.0313
C -1.44 -0.29 -2.68  -0.2947
N -0.15 -0.66 -3.18  -0.1920
C 0.71 -1.32 -2.26  -0.2903
P 1.25 -0.19 -0.81  1.0463
C 1.02 1.42 -1.65  -0.3921
C 1.50 1.70 -2.92  -0.0946
C 1.23 2.93 -3.50  -0.0626
C 0.51 3.90 -2.81  -0.0721
C 0.04 3.62 -1.53  -0.0705
C 0.28 2.38 -0.97  -0.1801
C 3.05 -0.50 -1.09  -0.3784
C 3.46 -1.82 -0.86  -0.1310
C 4.77 -2.20 -1.07  -0.0877
C 5.70 -1.26 -1.50  -0.0879
C 5.31 0.05 -1.68  -0.0821
C 4.00 0.44 -1.47  -0.1036
C 0.07 -0.65 -4.54  -0.2297
C 1.31 -0.98 -5.11  -0.0443
C 1.49 -0.97 -6.48  -0.0948
C 0.46 -0.63 -7.34  -0.1126
C -0.76 -0.28 -6.79  -0.0928
C -0.96 -0.28 -5.42  -0.0287
P -1.59 -0.18 -0.81  1.0698
C -2.22 -1.90 -0.54  -0.3637
C -1.29 -2.83 -0.08  -0.1531
C -1.64 -4.16 0.07  -0.0800
C -2.93 -4.57 -0.23  -0.0839
C -3.87 -3.64 -0.64  -0.0744
C -3.52 -2.31 -0.78  -0.0747
C -3.10 0.88 -0.83  -0.3533
C -3.15 1.86 0.15  -0.1318
C -4.15 2.81 0.15  -0.0761
C -5.13 2.79 -0.82  -0.0710
C -5.10 1.80 -1.80  -0.0807
C -4.09 0.86 -1.81  -0.1156
H -2.21 -1.00 -3.03  0.1019
H -1.70 0.72 -3.04  0.1017
H 1.62 -1.68 -2.75  0.0717
H 0.20 -2.19 -1.83  0.0691
H 2.07 0.97 -3.47  0.0990
H 1.59 3.14 -4.50  0.1071
H 0.32 4.86 -3.26  0.1039
H -0.51 4.36 -0.97  0.1012
H -0.11 2.14 0.01  0.0104
H 2.73 -2.55 -0.54  0.1087
H 5.07 -3.22 -0.90  0.1044
H 6.72 -1.56 -1.68  0.1002
H 6.03 0.79 -2.01  0.1067
H 3.71 1.47 -1.61  0.1035
H 2.16 -1.25 -4.50  0.0961
H 2.46 -1.24 -6.88  0.1021
H 0.60 -0.63 -8.40  0.0951
H -1.58 0.00 -7.43  0.1020
H -1.93 0.00 -5.05  0.0921
H -0.29 -2.51 0.17  0.0721
H -0.91 -4.87 0.41  0.1072
H -3.20 -5.61 -0.13  0.1018
H -4.88 -3.96 -0.86  0.1042
H -4.26 -1.59 -1.09  0.0931
H -2.39 1.88 0.93  0.0208
H -4.17 3.57 0.92  0.1062
H -5.92 3.52 -0.82  0.1037
H -5.87 1.77 -2.56  0.1019
H -4.08 0.12 -2.60  0.0946
Se 2.28 0.92 4.75  -0.0550
Te 2.42 3.41 4.81  0.1802
Te -0.18 4.12 4.75  0.2310
Se -0.66 3.69 2.33  -0.1264
O -4.39 1.75 2.83  0.0622
C -3.66 1.60 3.77  -0.4898
C -4.08 1.72 5.24  -0.0759
C -2.88 1.19 6.01  -0.0802
C -1.87 0.95 4.91  -0.6006
O -0.71 0.51 5.07  -0.1877
N -2.33 1.23 3.70  0.0273
H -5.00 1.16 5.40  0.1166
H -4.29 2.77 5.45  0.1216
H -3.08 0.25 6.53  0.1219
H -2.48 1.90 6.74  0.1167

***

Entry 5:
2 unconnected molecules or ions with the total composition C2H3NO2 in a non-equilibrium geometry, computed with ωB97M-V with the def2-TZVPD basis set.

* SMILES string: N=C=O.C=O
* HOMO-LUMO gap: 10.92 eV
* E: -283.19694 a.u.
* relative energy (zero: lowest compared OMol25 entry of this formula, charge and spin): 160.33 kJ/mol

Last column: Löwdin charge in e.
Cartesian coordinates (Å):
C -2.37 -0.05 -0.18  -0.5302
C 0.84 -0.51 -0.21  -0.1059
N -2.61 1.09 -0.11  0.1770
O -2.42 -1.19 -0.23  0.1549
O 0.11 0.32 0.25  0.0065
H 0.80 -0.97 -1.20  0.0836
H 1.82 -0.72 0.13  0.0643
H -2.03 1.98 -0.30  0.1498

***

Entry 6:
A molecular structure, C36H48BrCl3GeInN6O4S2, computed with ωB97M-V with the def2-TZVPD basis set.

* HOMO-LUMO gap (alpha / beta): 7.56 / 5.33 eV
* 2S+1: 2
* E: -9048.34738 a.u.
* relative energy (zero: lowest compared OMol25 entry of this formula, charge and spin): 99.48 kJ/mol

Last column: Löwdin spin population.
Cartesian coordinates (Å):
In 0.09 -0.32 0.35  0.0011
C -2.06 0.37 3.09  0.0040
C -2.53 0.68 1.72  0.0110
N -2.29 -0.14 0.76  0.0214
N -3.05 0.07 -0.38  0.0010
C -2.50 0.09 -1.52  0.0052
S -0.80 0.08 -1.91  0.0122
S -3.53 0.18 -2.97  0.0014
C -4.73 1.46 -2.50  0.0008
C -5.77 1.12 -1.46  0.0004
C -6.19 -0.18 -1.20  0.0014
C -7.19 -0.42 -0.27  0.0001
C -7.79 0.63 0.41  0.0009
C -7.38 1.93 0.15  0.0014
C -6.38 2.17 -0.78  0.0011
C -3.22 1.97 1.48  0.1533
C -4.28 2.42 2.22  -0.0073
C -4.81 3.70 2.00  0.2424
C -4.25 4.56 1.05  -0.0040
C -3.17 4.16 0.30  0.1713
C -2.58 2.86 0.49  0.0547
O -1.55 2.52 -0.10  0.3068
H -1.63 -0.64 3.13  0.0008
H -2.91 0.42 3.78  -0.0005
H -1.32 1.09 3.44  -0.0002
H -5.21 1.68 -3.45  0.0000
H -4.18 2.35 -2.21  0.0007
H -5.71 -1.00 -1.71  0.0001
H -7.49 -1.44 -0.07  0.0000
H -8.57 0.44 1.14  0.0000
H -7.84 2.76 0.67  0.0004
H -6.05 3.19 -0.98  -0.0001
H -4.74 1.77 2.96  -0.0041
H -5.66 4.02 2.58  0.0125
H -4.67 5.55 0.91  -0.0046
H -2.70 4.81 -0.43  0.0066
N 1.99 -1.41 -0.42  0.0000
C 1.38 -2.48 -1.26  0.0004
C 2.36 -3.42 -1.95  0.0000
C 3.23 -2.77 -3.02  0.0000
C 2.49 -2.24 -4.26  0.0000
N 1.75 -0.98 -4.08  0.0000
C 2.29 0.23 -4.16  0.0000
N 3.59 0.40 -4.44  0.0000
N 1.51 1.31 -4.02  0.0002
C 0.30 -3.19 -0.42  0.0000
O 0.12 -4.38 -0.56  0.0000
O -0.36 -2.40 0.36  -0.0002
H 2.72 -0.89 -0.91  0.0000
H 2.44 -1.83 0.39  0.0000
H 0.80 -1.96 -2.02  0.0003
H 1.75 -4.22 -2.38  0.0000
H 3.00 -3.89 -1.20  0.0000
H 3.94 -3.52 -3.38  0.0000
H 3.83 -1.96 -2.59  0.0000
H 1.77 -2.98 -4.62  0.0000
H 3.20 -2.08 -5.07  0.0000
H 0.78 -1.03 -3.82  0.0000
H 4.21 -0.34 -4.15  0.0000
H 3.96 1.32 -4.23  0.0000
H 0.56 1.20 -3.71  0.0002
H 1.98 2.19 -3.78  0.0000
C 2.86 2.35 7.52  0.0000
C 3.65 1.55 6.47  0.0000
C 4.94 2.31 6.12  0.0000
C 4.03 0.21 7.09  0.0000
C 2.80 1.39 5.22  0.0000
C 2.40 0.16 4.74  0.0001
C 1.66 0.09 3.56  0.0000
Br 1.10 -1.63 2.98  0.0000
C 1.29 1.21 2.80  0.0001
O 0.67 1.13 1.63  0.0015
C 1.63 2.48 3.35  0.0000
C 2.38 2.52 4.51  0.0000
C 1.08 3.79 2.74  0.0004
C 1.42 3.96 1.26  0.0011
C 1.63 5.02 3.47  0.0001
C -0.44 3.78 2.93  0.0011
H 3.45 2.47 8.43  0.0000
H 1.93 1.85 7.77  0.0000
H 2.61 3.35 7.16  0.0000
H 5.56 2.43 7.01  0.0000
H 4.73 3.30 5.72  0.0000
H 5.51 1.76 5.37  0.0000
H 4.67 0.37 7.96  0.0000
H 4.60 -0.41 6.38  0.0000
H 3.16 -0.35 7.41  0.0000
H 2.65 -0.76 5.24  0.0000
H 2.66 3.48 4.90  0.0000
H 2.50 3.99 1.12  0.0001
H 1.01 4.92 0.91  0.0000
H 0.99 3.17 0.65  0.0008
H 2.71 5.09 3.38  0.0000
H 1.35 5.04 4.52  0.0000
H 1.20 5.91 3.00  0.0000
H -0.87 2.93 2.40  0.0010
H -0.88 4.70 2.53  0.0005
H -0.70 3.70 3.99  -0.0001
Cl 4.81 0.14 -1.48  0.0000
Ge 3.41 1.92 -0.83  0.0000
Cl 4.95 2.87 0.47  0.0000
Cl 3.80 3.26 -2.74  0.0000